No. 1
Computed, not measured: a structure of composition C23H24BrN3O2Pt, with wB97M-V/def2-TZVPD.

E_LUMO (spin up / spin down), hartree: -0.226 / -0.361
Highest occupied orbital energy (spin up / spin down), eV: -13.43 / -14.42
2S+1: 5
ΔE to the lowest compared entry with this formula, charge and spin, kcal/mol: 0.0
Net charge: +2

Atoms and positions in Å:
Pt (0.1737, -1.1556, -1.0433)
C (1.6023, -0.0712, 1.4916)
N (2.0092, -0.7355, 0.2318)
C (2.9026, 0.1494, -0.5482)
C (2.6180, -2.0277, 0.5151)
C (3.8476, -2.1198, 1.1249)
C (4.3531, -3.3636, 1.4976)
C (3.5991, -4.5179, 1.2985)
C (2.3667, -4.4464, 0.6909)
C (1.8694, -3.2037, 0.2385)
N (0.6918, -3.0253, -0.4082)
C (-0.3286, -3.9547, -0.6001)
C (-0.1724, -5.2668, -1.0430)
C (-1.2941, -6.0511, -1.2534)
C (-2.5631, -5.5387, -1.0285)
C (-2.7314, -4.2221, -0.6096)
C (-1.6224, -3.4274, -0.4077)
N (-1.6984, -2.0470, 0.0379)
C (-1.6112, -1.9548, 1.5096)
C (-2.8818, -1.3206, -0.4567)
H (2.4808, 0.1787, 2.0907)
H (0.9617, -0.7370, 2.0642)
H (1.0599, 0.8402, 1.2467)
H (3.7966, 0.3998, 0.0256)
H (2.3643, 1.0683, -0.7691)
H (3.1816, -0.3366, -1.4793)
H (4.4216, -1.2292, 1.3425)
H (5.3222, -3.4252, 1.9731)
H (3.9787, -5.4743, 1.6299)
H (1.7762, -5.3404, 0.5712)
H (0.8077, -5.6493, -1.2884)
H (-1.1766, -7.0639, -1.6129)
H (-3.4325, -6.1604, -1.1919)
H (-3.7291, -3.8385, -0.4478)
H (-2.4926, -2.4112, 1.9669)
H (-1.5593, -0.9059, 1.7969)
H (-0.7234, -2.4788, 1.8586)
H (-3.7970, -1.6811, 0.0173)
H (-2.9596, -1.4408, -1.5354)
H (-2.7594, -0.2659, -0.2195)
Br (-1.3023, 5.4463, -6.5864)
C (-0.8446, 4.0753, -5.4850)
C (0.1787, 3.1726, -5.8862)
C (0.5108, 2.1493, -5.0495)
C (-0.1661, 1.9987, -3.8172)
C (-1.1817, 2.8956, -3.4212)
C (-1.5251, 3.9297, -4.2407)
C (0.2332, 0.8445, -2.9282)
O (1.2260, 0.1872, -3.2207)
O (-0.5221, 0.6226, -1.9149)
H (0.6688, 3.3158, -6.8391)
H (1.2842, 1.4359, -5.2981)
H (-1.6727, 2.7402, -2.4714)
H (-2.2979, 4.6382, -3.9765)

Forces on atoms 1 to 2 (eV/Å):
Pt 0.0 0.0 -0.1
C 0.0 0.0 0.0


No. 2
Computed, not measured: an isolated molecule of C4H10NOS in a non-equilibrium geometry, with wB97M-V/def2-TZVPD.

E_LUMO (spin up / spin down), hartree: 0.034 / -0.075
Highest occupied orbital energy (spin up / spin down), eV: -9.03 / -9.01
2S+1: 2
ΔE to the lowest compared entry with this formula, charge and spin, kcal/mol: 11.9

Atoms and positions in Å:
C (-1.5064, -0.3913, 1.1135)
C (-0.2090, -0.1526, 0.3429)
C (-0.1668, -0.7930, -1.0418)
S (0.3692, -2.5426, -1.0446)
N (0.0851, 1.3110, 0.3727)
C (1.3990, 1.6623, -0.2017)
O (1.5806, 1.4680, -1.5034)
H (-1.8630, -1.3573, 0.7790)
H (-2.2520, 0.3120, 0.7632)
H (-1.3787, -0.5032, 2.1495)
H (0.5736, -0.6067, 0.9397)
H (0.6333, -0.3018, -1.5863)
H (-1.1053, -0.7554, -1.5732)
H (0.7933, -2.6658, 0.2196)
H (-0.6191, 1.6276, -0.3191)
H (2.0503, 1.0364, 0.4287)
H (1.6160, 2.6522, 0.1613)

Forces on atoms 1 to 2 (eV/Å):
C 0.1 -0.8 -2.4
C 0.3 0.4 1.3


No. 3
Computed, not measured: a cluster of 3 separate species, C2H10N2O2 in total in a non-equilibrium geometry, with wB97M-V/def2-TZVPD.

E_LUMO, hartree: 0.018
Highest occupied orbital energy, eV: -7.95
ΔE to the lowest compared entry with this formula, charge and spin, kcal/mol: 57.3

Atoms and positions in Å:
C (-2.3489, -0.9333, 1.5001)
N (-1.9014, -2.2607, 1.0473)
C (-0.6489, -2.5108, 0.9083)
N (0.1205, -2.5644, -0.2300)
H (-3.3396, -0.9080, 1.7271)
H (-1.6697, -0.6830, 2.3759)
H (-2.3566, -0.2413, 0.6569)
H (-0.0299, -2.6621, 1.7956)
H (0.9405, -3.1379, -0.3905)
H (-0.4030, -2.3452, -1.0441)
O (2.9679, 5.1518, -1.1667)
H (2.3805, 4.8865, -0.5200)
H (2.5402, 4.8909, -2.0077)
O (0.9500, 1.4319, -1.3525)
H (0.6384, 0.7702, -2.0111)
H (0.4085, 1.2005, -0.5997)

Forces on atoms 1 to 2 (eV/Å):
C 3.3 -1.3 0.4
N 0.9 0.9 -2.5


No. 4
Computed, not measured: a structure of composition C28H29ClNO5S5SeTi, with wB97M-V/def2-TZVPD.

E_LUMO (spin up / spin down), hartree: 0.074 / 0.074
Highest occupied orbital energy (spin up / spin down), eV: -3.13 / -5.06
2S+1: 3
ΔE to the lowest compared entry with this formula, charge and spin, kcal/mol: 0.6
Net charge: -1

Atoms and positions in Å:
Ti (1.2531, -0.4855, 0.1990)
C (-1.9688, 3.0200, 2.9523)
C (-3.0975, 2.0723, 2.4811)
S (-2.4023, 0.6925, 1.5396)
C (-3.9141, -0.1190, 0.9735)
C (-3.6117, -1.5472, 0.4497)
S (-1.8740, -2.0626, 0.2496)
C (-1.5298, -2.9352, 1.8008)
C (-1.3589, -2.0708, 3.0381)
S (0.0911, -0.9811, 2.9822)
C (-0.5066, 0.2175, 4.2100)
C (0.1654, 1.5792, 4.1004)
S (-0.2449, 2.5417, 2.6238)
H (-2.0607, 3.2177, 4.0217)
H (-2.0859, 3.9713, 2.4360)
H (-3.7775, 2.6308, 1.8412)
H (-3.6561, 1.6788, 3.3349)
H (-4.3720, 0.4733, 0.1788)
H (-4.6312, -0.1692, 1.7960)
H (-4.0484, -1.6660, -0.5415)
H (-4.0905, -2.2918, 1.0868)
H (-0.6175, -3.4918, 1.5954)
H (-2.3297, -3.6580, 1.9772)
H (-1.2780, -2.7151, 3.9167)
H (-2.2364, -1.4332, 3.1587)
H (-0.3274, -0.1941, 5.2070)
H (-1.5844, 0.3222, 4.0743)
H (1.2511, 1.4659, 4.0581)
H (-0.0655, 2.1621, 4.9957)
Cl (2.4284, -5.9324, -4.6328)
C (2.2600, -4.4501, -3.7131)
C (2.4509, -3.2320, -4.3523)
C (2.3143, -2.0624, -3.6081)
C (1.9976, -2.0837, -2.2536)
O (1.8846, -0.9413, -1.5880)
C (1.7843, -3.3456, -1.6074)
C (1.4152, -3.4311, -0.2579)
O (1.1839, -2.3951, 0.5270)
C (1.9359, -4.5247, -2.3809)
H (2.7046, -3.1975, -5.4025)
H (2.4660, -1.0949, -4.0704)
H (1.2746, -4.4143, 0.1904)
H (1.7839, -5.4907, -1.9155)
O (-3.1595, 3.9680, -0.1311)
S (-2.1290, 3.7255, -1.1147)
O (-1.8366, 4.8077, -2.0140)
N (-0.7806, 3.1580, -0.3931)
C (-0.5519, 1.9235, -0.7467)
O (0.3992, 1.2056, -0.3184)
C (-1.5045, 1.3515, -1.7434)
C (-1.4814, 0.1093, -2.3528)
C (-2.5202, -0.2083, -3.2184)
C (-3.5449, 0.6985, -3.4770)
C (-3.5452, 1.9585, -2.8874)
C (-2.5080, 2.2527, -2.0294)
H (-0.6711, -0.5860, -2.1754)
H (-2.5274, -1.1752, -3.7060)
H (-4.3391, 0.4251, -4.1600)
H (-4.3239, 2.6794, -3.1001)
Se (3.0795, 0.1903, 1.8212)
C (4.3091, 1.0604, 0.6306)
C (4.7708, 0.4267, -0.5209)
C (5.6690, 1.0676, -1.3626)
C (6.1258, 2.3437, -1.0640)
C (5.6709, 2.9779, 0.0840)
C (4.7664, 2.3434, 0.9234)
H (4.4132, -0.5646, -0.7652)
H (6.0082, 0.5626, -2.2594)
H (6.8248, 2.8429, -1.7240)
H (6.0120, 3.9779, 0.3251)
H (4.3992, 2.8485, 1.8079)

Forces on atoms 1 to 2 (eV/Å):
Ti 0.2 -0.5 0.2
C 0.0 0.0 0.0